C17H27N3O3S | the ωB97M-V functional and the def2-TZVPD basis

Cartesian coordinates (Å):
C (3.84093, -4.20971, 4.34002)
C (4.28103, -2.75189, 4.27972)
C (3.25518, -1.83267, 4.93999)
C (3.69728, -0.37145, 5.02288)
C (3.78179, 0.30832, 3.65646)
C (2.40265, 0.44724, 3.02265)
O (1.38874, 0.56591, 3.67346)
N (2.44877, 0.45089, 1.66020)
C (1.40081, 0.60120, 0.74135)
C (0.06505, 0.69070, 1.11328)
C (-0.92007, 0.82710, 0.15427)
C (-0.61102, 0.88916, -1.20539)
C (0.73741, 0.80500, -1.56664)
C (1.72088, 0.65716, -0.61366)
H (2.75585, 0.59477, -0.92283)
H (1.02226, 0.87342, -2.60551)
N (-1.57184, 1.10052, -2.19359)
C (-1.58989, 0.22573, -3.34977)
H (-0.57890, -0.09498, -3.59544)
C (-2.21280, 0.96386, -4.53351)
N (-3.54860, 1.41879, -4.20800)
S (-4.75502, 0.25241, -4.31498)
O (-5.37070, 0.01831, -3.03976)
O (-4.25646, -0.87278, -5.04908)
C (-5.94220, 1.12965, -5.35946)
H (-6.79907, 0.48568, -5.51032)
H (-6.23195, 2.03855, -4.85072)
H (-5.45046, 1.34370, -6.29797)
C (-3.57769, 2.20712, -2.99450)
H (-4.62090, 2.41200, -2.75585)
C (-2.91367, 1.48873, -1.81384)
H (-2.86398, 2.18041, -0.97188)
H (-3.53512, 0.62197, -1.54275)
H (-3.05680, 3.14775, -3.19849)
H (-2.29585, 0.29898, -5.39210)
H (-1.61352, 1.84078, -4.79558)
H (-2.20387, -0.66877, -3.15020)
H (-1.94641, 0.86700, 0.48188)
H (-0.20040, 0.64449, 2.15575)
H (3.36083, 0.37289, 1.23180)
H (4.17994, 1.31962, 3.78271)
H (4.45569, -0.23752, 2.99514)
H (4.66970, -0.31014, 5.51686)
H (2.97079, 0.17683, 5.62480)
H (2.31014, -1.88806, 4.39679)
H (3.07117, -2.19226, 5.95504)
H (4.42035, -2.47057, 3.23390)
H (5.24354, -2.64224, 4.78603)
H (2.88624, -4.33835, 3.83472)
H (3.72601, -4.53149, 5.37275)
H (4.57419, -4.85373, 3.85940)

F_max (eV/Å): 1.091
ΔE to the lowest compared entry with this formula, charge and spin (kcal/mol): 34.9
HOMO level (eV): -7.5
Total charge: 0
SMILES string: CCCCCC(=O)Nc1ccc(N2CCN(S(C)(=O)=O)CC2)cc1
Frontier orbital gap (eV): 8.19
Energy (eV): -39515.5991

C5H12N2O2 | the ωB97M-V functional and the def2-TZVPD basis

Cartesian coordinates (Å):
C (1.52968, 0.43757, -1.92479)
C (-1.11167, 0.08864, 1.62810)
C (0.54099, 0.67601, -0.82402)
C (0.43518, -0.08541, 1.59635)
C (1.11642, -0.07148, 0.41108)
N (-0.92038, -1.76908, -0.60197)
N (2.39617, -0.48722, 0.35018)
O (-1.90874, -2.87710, -0.30708)
O (3.53037, 0.26203, -0.02792)
H (2.41346, 0.26660, -1.33879)
H (1.17146, -0.42634, -2.50874)
H (1.41305, 1.21177, -2.66334)
H (-1.39694, 1.08280, 1.20717)
H (-1.47962, -0.76984, 0.96490)
H (-1.44278, -0.11605, 2.59541)
H (-0.43325, 0.45213, -1.04806)
H (0.44294, 1.70293, -0.52070)
H (0.89976, -0.36763, 2.55801)
H (-1.96416, -2.75131, 0.65223)
H (-0.15100, -2.26406, -1.21455)
H (2.56880, -1.02654, 1.20428)

F_max (eV/Å): 3.173
ΔE to the lowest compared entry with this formula, charge and spin (kcal/mol): 17.5
HOMO level (eV): 1.9
Total charge: -2
Frontier orbital gap (eV): 5.00
Energy (eV): -12445.3646

C48H58N8NbO17 | the ωB97M-V functional and the def2-TZVPD basis

Cartesian coordinates (Å):
C (-0.32132, -1.77534, 3.92293)
O (0.84705, -2.31217, 3.26210)
C (1.72647, -1.18384, 3.01686)
Nb (2.19851, -0.64615, 0.84239)
N (4.20528, -0.23039, 1.36189)
C (2.90307, -2.75985, 0.27409)
C (3.29928, -3.72830, 1.46114)
C (4.67136, -3.35986, 2.21009)
O (5.78949, -3.42094, 1.31636)
C (1.65956, 1.56442, 1.10327)
C (2.16390, 2.29241, 2.39925)
C (3.69563, 2.74718, 2.40838)
O (4.28206, 2.87593, 1.10045)
N (0.20502, -0.94208, 0.12304)
C (-0.01388, -0.41770, -1.21211)
C (0.50926, -1.17548, -2.50528)
O (-0.58880, 0.70133, -1.32643)
C (-0.50358, -2.12961, 0.46713)
C (-2.01585, -1.90778, 0.98048)
O (-0.18424, -3.31638, 0.39948)
H (-0.75746, -0.89989, 3.33308)
H (-1.14297, -2.53563, 4.03770)
H (-0.07009, -1.37720, 4.95905)
H (1.32952, -0.30551, 3.61030)
H (2.74071, -1.43477, 3.49569)
H (2.64210, -0.19811, -0.89453)
H (4.42681, -0.27254, 2.35616)
H (4.91370, -0.65955, 0.76971)
H (2.22257, -3.23715, -0.50714)
H (3.87581, -2.58515, -0.31065)
H (2.47687, -4.01540, 2.17241)
H (3.57270, -4.71936, 0.94912)
H (4.60422, -2.42742, 2.83171)
H (4.82415, -4.21643, 2.94700)
H (5.87242, -2.61309, 0.78883)
H (0.52278, 1.64062, 1.02507)
H (2.04454, 2.14116, 0.19628)
H (1.97994, 1.78593, 3.38873)
H (1.58148, 3.27381, 2.46209)
H (4.25574, 1.90044, 2.93242)
H (3.84319, 3.65020, 3.08044)
H (5.14242, 2.43053, 1.18201)
H (1.38709, -0.57472, -2.89622)
H (-0.31213, -1.29702, -3.26147)
H (0.87381, -2.19487, -2.15901)
H (-2.29731, -2.74307, 1.69272)
H (-2.11913, -0.87113, 1.40190)
H (-2.66948, -2.01580, 0.05195)
C (-3.62774, 1.46759, 6.81000)
C (-3.58651, 1.27971, 5.43275)
C (-2.61930, 1.92379, 4.67161)
C (-1.69550, 2.75053, 5.30245)
C (-1.73409, 2.94973, 6.67812)
C (-2.70644, 2.30412, 7.43162)
N (-0.66018, 3.40950, 4.50601)
O (-0.67157, 3.22441, 3.30382)
O (0.15535, 4.10005, 5.09036)
H (-4.38080, 0.95870, 7.40217)
H (-4.30709, 0.62793, 4.95262)
H (-2.59570, 1.77028, 3.59942)
H (-1.01942, 3.59615, 7.17233)
H (-2.74438, 2.44945, 8.50492)
C (-0.87615, 5.35975, 1.04153)
C (-1.00617, 5.20138, -0.33464)
C (-1.10823, 6.31676, -1.15678)
C (-1.07439, 7.58736, -0.58905)
C (-0.95196, 7.75392, 0.78695)
C (-0.85324, 6.63295, 1.60177)
N (-1.15644, 8.76548, -1.45286)
O (-1.28185, 8.58473, -2.65155)
O (-1.09115, 9.86307, -0.92661)
H (-0.79090, 4.48681, 1.67915)
H (-1.02438, 4.20660, -0.76599)
H (-1.20893, 6.18197, -2.22658)
H (-0.92983, 8.74035, 1.23351)
H (-0.75426, 6.75063, 2.67487)
C (-2.82932, -0.15898, -5.54008)
C (-4.06941, -0.67679, -5.90513)
C (-5.09027, -0.76542, -4.96650)
C (-4.85741, -0.32754, -3.66600)
C (-3.61893, 0.18229, -3.29585)
C (-2.60461, 0.26621, -4.23506)
N (-5.93124, -0.39478, -2.67802)
O (-6.99877, -0.87022, -3.02604)
O (-5.69988, 0.03035, -1.56087)
H (-2.03583, -0.08618, -6.27618)
H (-4.24008, -1.00860, -6.92278)
H (-6.05091, -1.16982, -5.26037)
H (-3.43094, 0.52012, -2.28345)
H (-1.63832, 0.66581, -3.94844)
C (-7.91766, -3.06280, 0.78017)
C (-8.07261, -4.28327, 1.43044)
C (-7.04198, -4.79055, 2.21313)
C (-5.86267, -4.06302, 2.34052)
C (-5.69942, -2.84754, 1.68867)
C (-6.73120, -2.34933, 0.90645)
N (-4.78132, -4.57945, 3.18435)
O (-4.95214, -5.65745, 3.72600)
O (-3.77314, -3.90246, 3.30199)
H (-8.72465, -2.66654, 0.17317)
H (-8.99819, -4.83813, 1.32881)
H (-7.17239, -5.74139, 2.71468)
H (-4.78139, -2.27932, 1.78022)
H (-6.61037, -1.40007, 0.39665)
C (3.45479, 4.77211, -3.05903)
C (4.26384, 3.99029, -2.24198)
C (4.72652, 2.76123, -2.69427)
C (4.37640, 2.32671, -3.96813)
C (3.56152, 3.09949, -4.78898)
C (3.10038, 4.32642, -4.32865)
N (4.88245, 1.04311, -4.45730)
O (5.57845, 0.38387, -3.70739)
O (4.58277, 0.70866, -5.59052)
H (3.09890, 5.73401, -2.70524)
H (4.53598, 4.33962, -1.25265)
H (5.35504, 2.16213, -2.04747)
H (3.28207, 2.76333, -5.77984)
H (2.46690, 4.93821, -4.96059)
C (4.42274, -6.56546, -3.04581)
C (3.27644, -6.00091, -2.49759)
C (2.59881, -5.00026, -3.18203)
C (3.07717, -4.57598, -4.41781)
C (4.22717, -5.12989, -4.96975)
C (4.90021, -6.12843, -4.27748)
N (2.35175, -3.53839, -5.15116)
O (1.36154, -3.06610, -4.62497)
O (2.77734, -3.20835, -6.24363)
H (4.94670, -7.35050, -2.51107)
H (2.90926, -6.34280, -1.53702)
H (1.70710, -4.56709, -2.74519)
H (4.60573, -4.79870, -5.92881)
H (5.79607, -6.56948, -4.69894)

F_max (eV/Å): 3.611
ΔE to the lowest compared entry with this formula, charge and spin (kcal/mol): 75.5
HOMO level (eV): -4.4
Total charge: -1
Frontier orbital gap (eV): 5.38
Energy (eV): -98974.3929

C4H5O3S | the ωB97M-V functional and the def2-TZVPD basis

Cartesian coordinates (Å):
C (-1.68703, -0.60729, 0.06912)
C (-1.02501, 0.69272, 0.08056)
C (1.57301, 0.29068, 0.03218)
C (3.04567, 0.05812, -0.63843)
O (-2.51449, -0.60654, -1.04027)
O (-1.62800, -1.55411, 0.84801)
O (0.27716, 0.43499, -0.60729)
S (3.97150, -0.57536, 0.63457)
H (-1.64436, 1.44536, -0.36334)
H (-0.68315, 0.86510, 1.07382)
H (1.48621, -0.28852, 0.94275)
H (1.65592, 1.22915, 0.54161)
H (-2.82742, -1.38428, -1.57327)

F_max (eV/Å): 4.468
ΔE to the lowest compared entry with this formula, charge and spin (kcal/mol): 109.3
HOMO level (eV): -2.3
Total charge: -1
Frontier orbital gap (eV): 5.20
Energy (eV): -21203.6217

C3H4O2 | the ωB97M-V functional and the def2-TZVPD basis

Cartesian coordinates (Å):
C (-0.96074, -1.05631, -0.95203)
C (-0.18456, -0.13838, -0.45316)
C (1.03363, 0.85734, 1.18245)
H (-1.53129, -0.79084, -1.88255)
H (-1.30211, -2.03034, -0.43813)
H (-0.14361, 0.86093, -0.95418)
H (1.68330, 0.58179, 2.06415)
O (0.45137, -0.26678, 0.72925)
O (0.95401, 1.98259, 0.70421)

F_max (eV/Å): 3.395
ΔE to the lowest compared entry with this formula, charge and spin (kcal/mol): 26.0
HOMO level (eV): -9.9
Total charge: 0
SMILES string: C=COC=O
Frontier orbital gap (eV): 10.95
Energy (eV): -7269.5593

C17H26BHfN10 | the ωB97M-V functional and the def2-TZVPD basis

Cartesian coordinates (Å):
Hf (-0.46917, 1.16312, -0.05424)
C (-2.48596, -0.50863, -2.72199)
C (-1.86845, -1.30260, -1.62360)
C (-1.90039, -2.65312, -1.37095)
C (-1.20029, -2.86282, -0.17522)
C (-0.97253, -4.15027, 0.52454)
N (-0.76711, -1.67900, 0.26946)
N (-1.16463, -0.69611, -0.62046)
B (-0.00931, -1.32524, 1.58971)
N (-0.87344, -0.29997, 2.37979)
N (-1.23350, 0.92203, 1.83735)
C (-2.00361, 1.57528, 2.75125)
C (-2.53227, 2.93005, 2.42529)
C (-2.13314, 0.77740, 3.86540)
C (-1.41386, -0.39513, 3.60477)
C (-1.24330, -1.57018, 4.49269)
N (1.35073, -0.65366, 1.22879)
N (1.40645, 0.54946, 0.54763)
C (2.71623, 0.91623, 0.44855)
C (3.10701, 2.18734, -0.22251)
C (3.48118, -0.04878, 1.06356)
C (2.59890, -1.02417, 1.54249)
C (2.93788, -2.25964, 2.28964)
H (-2.93494, -1.16949, -3.45919)
H (-1.74085, 0.11170, -3.21860)
H (-3.27772, 0.13896, -2.33990)
H (-2.38351, -3.41145, -1.96464)
H (-1.38360, -4.96602, -0.06401)
H (-1.46321, -4.15515, 1.49895)
H (0.08991, -4.33874, 0.67964)
H (0.17549, -2.30204, 2.22603)
H (-2.22490, 3.24037, 1.41853)
H (-2.17035, 3.67156, 3.13719)
H (-3.62099, 2.94325, 2.46942)
H (-2.67709, 1.00078, 4.76825)
H (-1.75823, -1.39773, 5.43357)
H (-0.18984, -1.75676, 4.70474)
H (-1.65148, -2.47322, 4.03681)
H (2.23153, 2.77762, -0.49721)
H (3.69408, 1.98312, -1.11838)
H (3.73190, 2.79092, 0.43507)
H (4.55377, -0.05527, 1.16591)
H (4.01703, -2.34917, 2.37921)
H (2.55865, -3.14830, 1.78475)
H (2.51449, -2.23545, 3.29479)
N (1.44406, 3.71000, -5.94106)
C (0.95245, 2.65781, -5.32204)
N (0.86103, 1.48272, -5.92227)
N (0.52367, 2.84395, -4.05921)
C (0.14633, 2.39574, -2.99421)
N (-0.20685, 2.09842, -1.88602)
H (1.75152, 3.67794, -6.90245)
H (1.49046, 4.59839, -5.46569)
H (1.19327, 1.35361, -6.86760)
H (0.42651, 0.69034, -5.48237)

F_max (eV/Å): 1.512
HOMO level (eV): -17.8
Total charge: +3
Frontier orbital gap (eV): 8.11
Energy (eV): -34915.1803

C30H28GeI2IrN2O8P2 | the ωB97M-V functional and the def2-TZVPD basis

Cartesian coordinates (Å):
Ir (-0.83582, -1.82223, -0.19189)
I (1.89951, 1.67459, -6.38634)
C (1.82589, 1.15500, -4.37374)
C (2.08378, 2.11180, -3.40561)
C (1.98714, 1.78813, -2.06295)
I (-0.78600, 3.49444, -1.84695)
C (1.57985, 0.50251, -1.69163)
O (1.31832, 0.18014, -0.39803)
C (1.43392, -0.49413, -2.65556)
C (1.17933, -1.93606, -2.31159)
N (-0.28038, -2.21556, -2.13940)
C (-0.64563, -3.65592, -2.47259)
C (-0.90839, -4.41198, -1.22741)
C (-0.47019, -5.69622, -0.86499)
C (-0.61717, -6.11434, 0.42212)
C (-0.99039, -5.09150, 1.45032)
C (-2.02261, -4.23421, 0.80692)
N (-1.79316, -3.78468, -0.41540)
C (1.53959, -0.14441, -3.99908)
H (2.32697, 3.12274, -3.69780)
H (1.67586, -2.26941, -1.40196)
H (1.55794, -2.52333, -3.15223)
H (-0.76639, -1.63774, -2.82068)
H (0.15022, -4.10090, -3.07014)
H (-1.54204, -3.58321, -3.09958)
H (-0.04349, -6.35723, -1.61015)
H (-0.36267, -7.10780, 0.76238)
H (-1.84853, -4.99292, 3.18509)
H (-2.84291, -3.83085, 1.38120)
H (1.41233, -0.91112, -4.75371)
O (-0.89991, -1.08021, 4.19353)
P (-1.27939, -2.20359, 3.11794)
O (-2.35214, -3.08036, 3.62575)
O (-1.39074, -1.47128, 1.80263)
O (0.11119, -3.06018, 3.04619)
P (0.47956, -4.00995, 1.80905)
O (1.65612, -4.91620, 2.36983)
O (-1.38104, -5.68199, 2.67472)
O (0.94884, -3.19331, 0.65436)
H (-1.26592, -1.32167, 5.05161)
H (1.37094, -5.40965, 3.15146)
C (1.33522, 0.82104, 2.46036)
Ge (0.55693, 1.35989, 0.77236)
C (-1.33084, 1.05940, 0.56916)
C (-1.78776, 0.34026, -0.54789)
C (-3.13666, -0.00198, -0.65758)
C (-4.03147, 0.35905, 0.34202)
C (-3.58209, 1.09295, 1.42443)
C (-2.23545, 1.43250, 1.54184)
C (1.25302, 3.05036, -0.00648)
C (2.36455, 2.79301, -0.97867)
C (3.02817, 4.02731, -1.48589)
C (2.66860, 5.24948, -1.09529)
C (1.65816, 5.46870, -0.07917)
C (1.33598, 6.75053, 0.35585)
C (0.40659, 6.93720, 1.36110)
C (-0.20327, 5.84324, 1.97597)
C (0.09712, 4.57103, 1.54979)
C (0.99816, 4.36314, 0.49643)
H (0.56006, 0.53214, 3.16677)
H (1.95503, 1.60097, 2.89965)
H (1.95013, -0.05172, 2.23999)
H (-1.17616, 0.29440, -1.44710)
H (-3.48219, -0.53080, -1.53610)
H (-5.07470, 0.08689, 0.26187)
H (-4.27889, 1.39836, 2.19432)
H (-1.91193, 1.96073, 2.43156)
H (3.12695, 2.23288, -0.39523)
H (3.86012, 3.89390, -2.16603)
H (3.18328, 6.11965, -1.48306)
H (1.82207, 7.60291, -0.10069)
H (0.15685, 7.94019, 1.68122)
H (-0.91060, 5.99443, 2.77933)
H (-0.38738, 3.72272, 2.01946)

F_max (eV/Å): 2.064
ΔE to the lowest compared entry with this formula, charge and spin (kcal/mol): 96.5
HOMO level (spin up / spin down) (eV): -6.0 / -6.0
Total charge: 0
Frontier orbital gap (spin up / spin down) (eV): 4.25 / 4.22
2S+1: 2
Energy (eV): -145061.9119

C7H10O | the ωB97M-V functional and the def2-TZVPD basis

Cartesian coordinates (Å):
C (2.08868, 0.87612, -0.48626)
C (0.95183, -0.03609, -0.16221)
C (0.62193, -0.27830, 1.16548)
C (-0.48996, -1.02640, 1.52260)
C (-1.27867, -1.56143, 0.52625)
C (-0.91780, -1.39397, -0.80294)
C (0.21318, -0.66667, -1.14602)
H (2.52877, 1.32806, 0.40925)
H (2.90816, 0.36116, -0.99559)
H (1.82676, 1.67819, -1.18002)
H (1.10291, 0.27488, 1.95356)
H (-0.70437, -1.12469, 2.57202)
H (-2.23158, -2.02252, 0.75744)
H (-1.65308, -1.79311, -1.48969)
H (0.50806, -0.60395, -2.17995)
H (-2.17730, 1.37638, -0.50370)
H (-1.81837, 2.76111, 0.05818)
O (-1.47914, 1.85124, -0.01839)

F_max (eV/Å): 2.842
ΔE to the lowest compared entry with this formula, charge and spin (kcal/mol): 18.8
HOMO level (spin up / spin down) (eV): 1.5 / -3.4
Total charge: -1
Frontier orbital gap (spin up / spin down) (eV): 2.43 / 7.22
2S+1: 2
Energy (eV): -9466.8371

Question: Which value of energy does entry 5 give?
Answer: -7269.5593 eV

Question: Which value of energy does entry 6 give?
Answer: -34915.1803 eV

Question: Which formula does entry 4 have?
Answer: C4H5O3S